# 1
13
Properties=species:S:1:pos:R:3:forces:R:3 method="wB97M-V/def2-TZVPD" smiles="C=C=CCC" energy_ha=-195.218003 gap_ev=9.403 homo_ev=-8.42 de_lowest_kj_mol=194.4
C 0.9538 2.4796 0.1940 0.29 0.25 0.05
C 0.5058 1.3545 -0.2818 -1.13 0.30 -0.42
C -0.1267 0.3333 -0.8041 0.71 -0.11 -0.02
C 0.1847 -1.0448 -0.3162 1.43 0.21 0.28
C -0.9133 -1.6175 0.5659 -0.30 -0.12 0.09
H 0.9181 2.6883 1.2568 -0.76 0.39 -0.10
H 1.3419 3.2437 -0.4701 1.00 -0.34 0.15
H -0.7529 0.4586 -1.6826 -0.86 0.25 0.65
H 0.3659 -1.7092 -1.1684 0.28 -0.10 0.28
H 1.1017 -0.8791 0.3286 -0.69 -0.82 -0.85
H -1.0541 -1.0120 1.4673 0.00 -0.04 -0.17
H -1.8685 -1.6610 0.0314 0.09 0.00 0.09
H -0.6562 -2.6344 0.8793 -0.04 0.12 -0.04

***

# 2
18
Properties=species:S:1:pos:R:3:forces:R:3 method="wB97M-V/def2-TZVPD" energy_ha=-631.622077 s_squared=3.76 gap_ev="5.667 / 7.467" homo_ev="-5.31 / -9.29" multiplicity=4 de_lowest_kj_mol=83.8
O 2.0310 0.5548 0.5937 2.24 0.32 0.43
C 2.1886 1.5631 -0.6438 0.58 -2.08 0.06
O 1.9115 2.7017 -0.2773 0.08 1.80 -0.06
C -2.3087 0.8276 0.0682 -0.61 -0.84 0.51
O -1.4798 1.9328 0.0206 -1.74 1.16 -0.41
C -1.5650 -0.4316 -0.3616 -0.68 -0.11 -0.83
O -0.3615 -0.4898 0.3965 -0.59 -1.72 0.30
C 0.6768 -1.2769 -0.1584 0.40 -0.44 -0.71
C 1.9820 -0.8466 0.4938 -0.10 -0.48 -0.35
Au 0.2154 1.5054 0.8414 -0.11 1.07 0.50
H -3.1905 0.9261 -0.5979 0.42 0.25 0.16
H -2.7199 0.6497 1.0875 0.14 0.12 -0.28
H -1.3033 -0.3549 -1.4314 0.01 -0.01 0.30
H -2.1600 -1.3462 -0.2032 0.19 0.24 0.02
H 0.7263 -1.0953 -1.2455 -0.06 0.06 0.30
H 0.4843 -2.3499 0.0018 -0.01 0.29 0.05
H 2.8300 -1.2223 -0.1015 -0.23 0.13 0.27
H 2.0429 -1.2477 1.5170 0.07 0.24 -0.25

***

# 3
32
Properties=species:S:1:pos:R:3:forces:R:3 method="wB97M-V/def2-TZVPD" energy_ha=-2202.113212 s_squared=0.75 gap_ev="7.244 / 8.214" homo_ev="-2.44 / -4.49" multiplicity=2 charge=-2 de_lowest_kj_mol=0.0
Hg 0.6684 -0.6061 -1.0427 0.03 -0.08 -0.17
O -1.9332 0.7945 -0.7048 0.04 0.09 0.02
P -1.9979 1.6740 -2.0472 0.01 -0.07 -0.09
O -3.3157 2.2499 -2.3303 0.04 0.02 0.00
O -1.3905 0.7560 -3.1488 0.00 0.45 -0.01
O -0.8960 2.8026 -1.8176 0.03 0.04 0.07
P 0.5162 2.7933 -0.9851 -0.14 0.09 0.03
O -0.1303 2.5316 0.4846 0.01 -0.10 -0.02
O 1.1364 4.1174 -1.1188 0.05 -0.03 -0.01
O 1.3044 1.5578 -1.3727 -0.03 0.01 -0.03
H -1.5311 1.3138 0.0206 -0.02 -0.04 -0.01
H 0.5264 2.2937 1.1702 -0.03 0.03 0.00
N -1.3870 -1.8001 -2.9947 0.14 -0.25 0.15
C -1.0553 -2.8554 -2.6229 -0.05 -0.03 -0.03
H -1.4821 -0.2575 -3.1054 -0.09 -0.14 0.01
N -2.0251 -4.7944 1.7711 0.06 0.02 0.02
C -1.4359 -3.5386 1.9109 -0.06 -0.05 -0.02
C -1.1186 -2.7716 0.7872 -0.04 0.12 -0.02
N -0.6035 -1.5627 0.9333 0.06 -0.04 0.00
C -0.4028 -1.0905 2.1636 0.02 -0.01 0.05
C -0.7096 -1.8719 3.2626 -0.02 0.00 -0.02
N -1.2208 -3.0985 3.1435 0.01 0.00 0.03
H -1.8093 -5.2597 0.9032 -0.02 0.01 -0.01
H -1.8759 -5.3762 2.5812 -0.01 0.00 0.00
H -1.2734 -3.1215 -0.2295 0.02 -0.05 0.03
H 0.0234 -0.1048 2.2742 0.01 -0.01 -0.01
H -0.5176 -1.4948 4.2583 0.00 0.01 0.01
F 1.4995 1.6016 2.5167 -0.01 -0.03 0.10
B 1.5990 1.1937 3.8939 -0.05 0.02 -0.11
F 0.2908 1.0755 4.4084 0.03 -0.01 0.00
F 2.3250 2.1441 4.6075 0.01 0.02 0.02
F 2.2318 -0.0574 3.9376 -0.01 0.01 0.01

***

# 4
17
Properties=species:S:1:pos:R:3:forces:R:3 method="wB97M-V/def2-TZVPD" energy_ha=-634.804400 s_squared=0.76 gap_ev="3.860 / 8.168" homo_ev="-15.95 / -19.95" multiplicity=2 charge=+2
Bi -1.4069 -1.2223 2.1145 -1.63 -1.22 2.55
O -1.4746 -0.9174 0.1728 -1.29 -0.61 -0.50
O -0.2400 0.9187 -0.3564 0.64 -1.92 0.80
C -0.1792 1.6716 0.8646 -0.25 0.52 0.28
C 0.7444 0.9129 1.8071 0.95 1.75 -0.40
O 0.3506 -0.4362 1.7145 1.28 -0.27 0.21
C -0.3532 -0.4200 -0.2166 0.68 2.88 -4.20
H 0.2230 2.6542 0.5974 -0.32 -0.15 0.12
H -1.1994 1.7656 1.2678 0.09 0.20 0.05
H 0.7175 1.3559 2.8140 -0.15 -0.44 -0.15
H 1.7819 0.9956 1.4423 -0.33 -0.27 0.21
C 0.4477 -1.1576 -1.2786 0.83 -0.68 0.44
C -0.2618 -1.1285 -2.5894 -0.53 0.40 0.39
H 1.4323 -0.6771 -1.3506 -0.29 -0.09 0.07
H 0.5772 -2.1895 -0.9233 -0.01 0.04 -0.14
H -1.1301 -1.7664 -2.7545 0.31 0.11 0.02
H -0.0295 -0.3595 -3.3257 0.02 -0.24 0.24

***

# 5
24
Properties=species:S:1:pos:R:3:forces:R:3 method="wB97M-V/def2-TZVPD" energy_ha=-6281.885547 gap_ev=1.939 homo_ev=-2.20 charge=-1
O -1.5737 -2.8891 -1.8069 -0.10 -3.16 -2.69
C -1.5422 -2.0832 -0.9914 0.05 2.50 2.04
Br -1.6250 -0.2342 -1.5182 0.26 0.01 0.57
C -1.4758 -2.5652 0.4736 0.55 0.02 0.81
N -1.2565 -1.5020 1.4665 -0.41 -0.87 -0.01
Br -2.4914 -1.4098 2.9012 0.15 0.00 -0.58
C -0.2634 -0.6545 1.4537 0.09 1.97 1.15
N -0.4109 0.5156 2.2226 1.09 -1.42 -1.84
C 0.8824 1.2319 1.9725 -0.70 0.74 -0.65
C 1.2803 0.7411 0.5442 -1.58 0.33 1.66
N 0.9302 -0.7261 0.7342 -0.06 -0.07 0.32
H -2.4139 -3.0914 0.7123 0.28 0.48 -0.17
H -0.6745 -3.3124 0.6238 -0.26 0.35 -0.61
H -1.2135 1.0089 1.8278 -0.07 0.19 0.51
H 1.5738 0.9256 2.7776 -0.15 0.54 -0.30
H 0.5768 2.2889 1.9479 0.90 -0.18 0.37
H 2.3084 0.9463 0.2333 -0.53 -0.29 -0.32
H 0.4909 1.1329 -0.1142 1.11 0.22 -0.64
H 1.6730 -1.0014 1.3873 -0.26 -1.03 -0.25
O 2.1201 3.0368 -3.8653 0.03 -0.03 0.21
S 1.0496 2.1399 -3.3827 0.01 0.26 -0.87
O 1.1430 0.8177 -4.0522 -0.06 -0.20 0.27
O -0.2844 2.7412 -3.6510 -0.21 -0.13 0.31
O 1.1965 1.9425 -1.8965 -0.13 -0.24 0.71

***

# 6
16
Properties=species:S:1:pos:R:3:forces:R:3 method="wB97M-V/def2-TZVPD" energy_ha=-5418.421795 gap_ev=8.004 homo_ev=-7.86 de_lowest_kj_mol=363.9
C -1.8759 1.3452 0.1540 1.86 -2.17 0.57
C -0.7175 -1.5044 1.0211 -1.65 -0.24 1.34
C -1.7476 2.8001 0.3390 -0.04 0.66 4.71
C 1.1582 -1.8358 -0.7711 -2.34 1.74 -0.23
C 0.6259 -1.8486 0.6786 2.28 0.68 0.06
O -0.9789 0.5240 0.1586 -1.65 2.07 -0.47
Br -3.7314 0.8217 -0.1076 0.17 -0.04 -0.04
Br -1.9845 -2.4600 0.0169 -0.31 -0.33 -0.56
H -1.9459 3.1813 -0.5634 -1.41 1.80 -3.52
H -0.7085 3.1930 0.5256 -0.98 -0.93 0.45
H -2.5793 3.1958 1.1336 2.24 -0.92 -2.00
H 2.1316 -2.1698 -0.8556 2.46 -0.05 0.29
H 1.0282 -0.7597 -1.2913 0.10 -2.74 1.15
H 0.6625 -2.6677 -1.2460 -0.82 0.33 -0.91
H 1.2395 -1.1992 1.3382 0.00 -0.35 -0.40
H 0.6595 -2.8613 1.1716 0.09 0.50 -0.44

***

# 7
15
Properties=species:S:1:pos:R:3:forces:R:3 method="wB97M-V/def2-TZVPD" energy_ha=-3229.346964 gap_ev="7.450 / 7.996" homo_ev="-7.40 / -8.13" de_lowest_kj_mol=333.7
C 0.1084 1.2929 1.7767 -0.50 1.17 1.64
C 0.0893 0.1463 1.0719 0.98 1.14 0.71
C -0.8242 -1.5332 -0.3730 -1.61 -2.59 -1.12
C 1.0399 1.4765 -1.4193 1.69 -1.55 -0.22
C -0.7933 -0.1989 0.1230 0.02 0.19 0.34
Cl 1.0580 2.5284 -0.1546 -0.13 1.29 -0.70
Br -2.4654 0.6227 -0.0505 -0.31 0.72 -0.01
H 1.0144 1.5302 2.3308 -0.44 0.04 0.16
H -0.7948 1.8816 1.9539 0.40 -0.02 -0.15
H 1.0652 -0.2761 1.0650 0.42 -1.28 -0.24
H -1.7385 -2.0269 0.1417 1.42 0.30 -1.19
H -0.9382 -1.4793 -1.4530 -0.67 -0.46 -0.22
H 0.0483 -2.1648 -0.2465 0.32 0.27 0.60
H 2.0092 1.0093 -1.5943 -0.10 -0.17 0.58
H 0.5523 1.4790 -2.3598 -1.49 0.96 -0.16

***

# 8
17
Properties=species:S:1:pos:R:3:forces:R:3 method="wB97M-V/def2-TZVPD" smiles="CN1CC(F)=C(Br)N1C" energy_ha=-2978.559765 gap_ev=8.945 homo_ev=-8.20 de_lowest_kj_mol=125.6
C -1.4667 -1.2938 -0.3342 -1.32 0.29 -0.26
N -0.8270 -0.1482 0.3564 1.51 -0.59 0.23
C -1.1437 1.1230 -0.1173 1.13 4.83 -3.10
C 0.2701 1.6658 -1.0581 -1.11 -1.78 0.48
F 0.4326 2.5035 -2.1419 -0.53 -1.08 1.60
C 1.1118 0.7287 -0.6433 1.75 -0.18 0.13
Br 2.9712 0.4969 -1.1730 -1.12 0.31 0.08
N 0.6563 -0.2382 0.2740 -1.73 0.84 -0.79
C 1.3583 -0.7114 1.4208 0.56 -0.81 1.56
H -1.8966 -1.0820 -1.3779 1.44 -0.16 0.97
H -0.7377 -2.1146 -0.2613 -0.55 0.20 -0.46
H -2.4219 -1.5755 0.1837 1.04 0.17 0.11
H -1.1816 2.0872 0.4738 -0.41 -1.89 0.56
H -1.9296 1.1955 -0.8772 -0.25 -0.51 0.49
H 1.1277 -1.7910 1.5103 0.48 0.40 0.04
H 2.4229 -0.5353 1.2951 0.10 -0.49 -0.56
H 1.2539 -0.3107 2.4701 -0.98 0.43 -1.11

***

# 9
19
Properties=species:S:1:pos:R:3:forces:R:3 method="wB97M-V/def2-TZVPD" smiles="C[N@H+](C(=O)CBr)[C@H](O)C#[N+][O-]" energy_ha=-3104.139278 gap_ev=9.825 homo_ev=-14.15 charge=+1 de_lowest_kj_mol=136.3
C 0.6208 0.4387 1.9568 -1.12 -1.99 0.73
N 0.0850 0.2967 0.5775 1.31 -0.80 0.42
C -1.1515 -0.6766 0.4319 3.32 -0.14 -1.57
O -0.9388 -1.7815 0.7534 -0.90 -0.61 0.60
C -2.2373 -0.0045 -0.2691 -2.34 0.59 0.41
Br -1.8199 1.6683 -1.1466 -0.48 0.08 -0.29
C 1.3246 -0.2094 -0.3127 1.34 0.28 1.31
O 2.2724 0.8427 -0.4124 -1.17 -1.16 0.48
C 0.6876 -0.6230 -1.5313 0.99 0.02 0.37
N 0.7727 -1.2093 -2.5322 -1.68 -0.12 -1.90
O 0.5047 -1.6445 -3.5979 0.87 -0.34 0.26
H 0.1091 1.2122 2.4113 -1.24 1.78 0.97
H 0.2887 -0.4900 2.5741 1.47 1.32 -1.23
H 1.6470 0.7849 1.9168 0.28 -0.78 0.08
H -0.2778 1.1770 0.1657 0.94 -0.05 0.33
H -2.8197 0.2197 0.6382 -0.57 0.56 -0.31
H -2.9525 -0.5317 -0.9323 1.03 -0.35 0.50
H 1.9574 -1.0562 0.2246 -1.96 1.57 -0.79
H 1.9275 1.5864 -0.9157 -0.10 0.13 -0.38

***

# 10
19
Properties=species:S:1:pos:R:3:forces:R:3 method="wB97M-V/def2-TZVPD" energy_ha=-3063.085915 gap_ev="5.828 / 6.491" homo_ev="-12.62 / -12.50" charge=+1
C -0.3487 2.7943 -1.7549 0.21 1.75 -0.12
C 0.6689 1.0002 -1.2018 1.66 -0.87 -1.16
C 1.3479 1.5187 -2.2938 -1.06 -0.32 1.36
C 1.4528 -1.3916 -0.0227 0.04 2.96 1.22
C -1.2068 1.4354 0.1975 -1.71 -4.65 2.73
N 0.6448 2.6332 -2.6031 0.35 -0.05 -0.48
N -0.3403 1.8163 -0.8316 -0.09 0.03 0.03
N 1.9282 -1.1841 1.1647 -0.79 -4.10 0.37
N 0.9879 -2.4784 -0.4671 -1.76 0.08 -4.85
O 1.7065 -2.0943 2.2897 -1.60 2.58 -1.20
Br 2.8341 0.9046 -3.1559 0.37 -0.17 -0.28
H -0.9003 3.7692 -1.7391 0.07 -1.53 0.18
H -0.6983 1.2863 1.1974 -0.08 0.34 -1.24
H -2.0839 1.9750 0.4624 -0.39 1.30 -0.66
H -1.6787 0.3268 -0.0187 1.25 2.61 0.25
H 2.1641 -0.3502 1.5321 1.01 3.43 1.09
H 0.6339 -2.4026 -1.4937 0.75 -0.64 2.53
H 1.0811 -3.3751 -0.0687 0.05 -1.12 0.67
H 2.2454 -2.8422 2.1812 1.71 -1.64 -0.43

***

# 11
16
Properties=species:S:1:pos:R:3:forces:R:3 method="wB97M-V/def2-TZVPD" energy_ha=-3185.868413 gap_ev=7.581 homo_ev=-8.88 de_lowest_kj_mol=134.9
C 0.4090 -0.0924 0.9081 1.33 1.17 -1.86
C -0.3836 -0.9306 -0.0139 -0.81 1.02 0.80
C 0.3151 1.2848 1.0527 -0.14 -2.22 2.16
C -1.3344 -0.3869 -0.7900 1.82 0.73 1.00
C -0.1851 -2.4248 0.0704 -0.95 3.08 -0.58
O 1.3742 1.5442 -1.8476 -0.54 -1.63 -2.25
P 1.6493 2.2538 -0.6371 1.08 1.31 1.72
Br 0.3712 4.1174 -0.7152 -0.28 0.47 0.11
H 1.4006 -0.5180 1.2319 -1.28 0.11 0.09
H -0.6465 1.8026 0.8286 1.18 -0.17 0.35
H 1.0399 1.5452 1.8851 -1.27 0.81 -1.18
H -1.9935 -0.9583 -1.3367 -1.15 -1.43 -1.29
H -1.4130 0.6589 -0.9746 -0.10 0.76 0.30
H -0.6797 -2.6737 0.9434 -0.57 -1.20 2.03
H 0.8608 -2.4803 0.1371 1.33 -1.41 -0.39
H -0.7844 -2.7420 -0.7425 0.38 -1.40 -1.01

***

# 12
14
Properties=species:S:1:pos:R:3:forces:R:3 method="wB97M-V/def2-TZVPD" energy_ha=-655.365512 s_squared=0.75 gap_ev="9.390 / 9.118" homo_ev="-8.44 / -9.22" multiplicity=2 de_lowest_kj_mol=116.2
C -0.2488 1.2667 -1.0001 1.22 1.30 0.27
C 0.3966 0.5097 0.0920 0.76 -3.06 0.93
C 1.4953 0.7691 1.3157 -3.09 -0.01 0.43
C -0.1705 -0.7371 0.1860 0.82 1.03 0.85
C -1.1504 -1.2577 -0.7961 -0.71 1.12 -0.82
Cl -1.4734 -2.9803 -0.7815 0.15 -0.77 0.34
H 2.5767 0.8914 1.4047 -0.02 0.55 -1.73
H 0.0740 1.0578 -2.0338 -0.46 0.28 0.54
H -0.9268 2.1112 -0.7642 0.62 -0.59 -0.36
H 1.4110 -0.1298 1.9859 -0.58 0.84 -0.60
H 0.9766 1.6292 1.7882 0.84 -0.39 0.42
H -0.0328 -1.3316 1.0863 0.39 -0.19 -0.28
H -2.1311 -0.7762 -0.6801 0.24 -0.06 -0.04
H -0.7962 -1.0226 -1.8029 -0.18 -0.07 0.06

***

# 13
18
Properties=species:S:1:pos:R:3:forces:R:3 method="wB97M-V/def2-TZVPD" energy_ha=-1308.057580 gap_ev=10.178 homo_ev=-9.50
C 3.4928 -0.6264 -0.5493 -0.09 -0.02 0.03
C 2.3493 -0.6783 0.1084 0.28 0.15 0.08
F 1.8305 -1.8606 0.5098 3.14 -0.56 1.35
C 1.4217 0.4179 0.5414 0.26 0.41 0.39
Cl 1.9712 2.0420 0.0840 0.04 0.03 -0.01
H 4.0326 -1.5384 -0.7770 -0.09 0.10 0.05
H 3.9017 0.3245 -0.8653 -0.11 -0.11 0.06
H 1.3113 0.3930 1.6282 0.10 0.02 -0.05
H 0.4387 0.2578 0.0987 1.59 0.82 0.77
F 0.1571 -1.4001 -0.3517 -3.80 -0.95 -1.95
C -1.1699 -1.1178 -0.1088 -0.72 -0.09 -0.10
C -1.4571 0.3065 -0.4928 -0.66 0.26 -0.25
N -2.5724 0.9115 -0.4069 0.04 -0.41 0.11
S -3.8952 0.0119 0.2141 0.25 0.14 -0.08
H -1.3846 -1.2769 0.9586 0.10 -0.02 -0.14
H -1.7991 -1.8059 -0.6910 0.10 0.10 0.08
H -0.6166 0.8786 -0.8871 -0.47 0.13 -0.33
H -4.7731 1.0167 0.1131 0.05 0.00 -0.01

***

# 14
15
Properties=species:S:1:pos:R:3:forces:R:3 method="wB97M-V/def2-TZVPD" energy_ha=-953.012142 gap_ev="7.325 / 7.321" homo_ev="-7.74 / -7.73" de_lowest_kj_mol=372.5
C -0.3920 -0.0689 0.8791 -1.19 2.88 -1.65
C 0.6455 -0.8053 0.6423 0.55 -0.73 1.54
C -1.2301 0.2747 2.0269 -0.16 0.23 0.68
C 1.4686 -0.9715 -0.5550 1.36 -0.77 -0.74
C -0.4639 1.4846 -2.6444 -3.23 -0.65 -0.52
Cl 1.1313 -1.7426 2.1074 0.34 -0.18 -0.45
I -1.1361 1.5697 -0.7703 0.53 -1.11 0.81
H -2.2377 0.3955 1.7570 -1.78 -0.80 -0.90
H -1.1896 -0.4764 2.7875 0.12 -0.33 0.66
H -1.2144 1.2765 2.4739 1.53 0.01 0.01
H 1.1135 -0.3055 -1.2972 -0.08 1.33 -0.60
H 1.2454 -1.8921 -1.0963 0.28 -0.59 0.56
H 2.6003 -0.8730 -0.4456 -1.67 -0.09 0.20
H 0.5422 1.4679 -2.6110 3.44 0.38 -0.14
H -0.8830 0.6665 -3.2543 -0.04 0.41 0.53